{"formula": "C26H31BrO8", "method": "wB97M-V/def2-TZVPD", "smiles": "CC(=O)OCCCCCCC1=C(CCOC=O)C(=O)C(CCCBr)=CC1=O.O=C1C=CC(=O)C=C1", "homo_energy_ha": -0.3663, "energy_ha": -4184.9757, "gap_ev": 8.500, "elements": ["O", "C", "C", "C", "H", "H", "H", "H", "C", "C", "C", "H", "Br", "C", "H", "O", "C", "C", "C", "C", "H", "C", "C", "H", "C", "O", "O", "C", "H", "H", "H", "H", "C", "H", "H", "H", "H", "C", "H", "H", "H", "H", "H", "C", "C", "C", "O", "C", "H", "C", "C", "O", "H", "H", "H", "H", "C", "C", "O", "H", "O", "H", "H", "H", "H", "C"], "positions_angstrom": [[-3.680, -2.847, -0.486], [4.518, -1.158, 1.150], [-1.796, -2.216, -2.647], [-3.443, 2.346, -1.593], [1.995, -2.468, -3.373], [-1.959, -4.313, 1.289], [-3.104, 1.320, -1.221], [-1.045, 2.153, 3.671], [-0.191, 0.516, 4.710], [0.055, 2.857, -0.467], [-1.046, 1.527, 4.555], [4.139, -0.122, -1.815], [-4.248, 2.043, -3.413], [2.537, -0.205, -3.496], [-2.720, 4.460, -1.843], [3.402, 2.911, -1.963], [3.009, -0.335, -1.937], [-0.208, -0.325, 5.925], [2.208, -1.410, 1.639], [2.215, 0.827, -1.156], [3.407, 0.079, -4.190], [2.320, 2.374, -1.620], [-2.068, 1.006, 6.807], [-1.330, 4.586, 0.122], [0.205, -1.212, -4.152], [0.575, -1.247, 6.067], [0.463, 1.940, 1.850], [-2.253, 3.434, -1.674], [5.059, -0.725, 0.229], [-1.212, -0.631, 7.845], [-0.159, -0.378, -3.444], [-0.547, -3.844, 0.207], [-2.504, -3.266, -0.702], [-2.809, 1.256, 7.556], [-4.274, 2.789, -0.951], [0.550, 0.268, 3.961], [-1.507, -2.500, 1.140], [-0.777, -2.477, -3.890], [2.783, -1.383, -1.552], [0.113, -0.843, 1.147], [-1.602, 3.132, -2.564], [2.492, -0.546, 2.327], [-0.050, -0.832, -5.215], [-1.212, -0.005, 6.962], [1.768, -1.552, -4.013], [0.604, 1.783, 0.612], [4.995, -0.954, 2.300], [0.916, 3.174, -1.571], [-2.825, -1.837, -3.014], [-1.412, 3.523, -0.277], [1.116, -0.917, 0.573], [-2.833, 2.769, 5.449], [-1.446, -2.681, -4.793], [-1.345, -1.516, -1.854], [-1.964, 2.806, 0.442], [2.170, -1.719, -5.084], [-2.050, 1.848, 5.591], [-1.572, -3.506, 0.576], [-2.081, -3.546, -2.054], [1.756, 0.640, -3.631], [3.358, -1.966, 0.939], [1.728, -2.224, 2.307], [-0.103, -3.375, -3.662], [0.948, -1.734, -0.220], [0.592, 3.924, -2.365], [1.382, 0.527, -0.045]]}

{"formula": "C26H31F3N4NiO3", "method": "wB97M-V/def2-TZVPD", "spin_multiplicity": 3, "relative_energy_kcal_mol": 2.7, "homo_energy_ha": [-0.2693, -0.2664], "energy_ha": -3262.0004, "gap_ev": [8.017, 7.927], "elements": ["H", "C", "C", "H", "C", "C", "H", "N", "H", "H", "C", "C", "H", "C", "C", "H", "C", "Ni", "F", "H", "H", "C", "N", "C", "F", "H", "H", "H", "H", "C", "N", "C", "F", "H", "O", "C", "C", "C", "C", "H", "H", "H", "H", "C", "H", "H", "N", "H", "H", "C", "C", "O", "H", "C", "C", "H", "O", "C", "C", "H", "C", "H", "H", "H", "C", "H", "H", "H"], "positions_angstrom": [[-14.304, -25.832, -11.547], [-12.661, -26.926, -12.279], [-17.406, -25.505, -12.790], [-13.214, -23.167, -8.283], [-16.574, -23.151, -8.556], [-17.954, -27.330, -6.907], [-20.547, -29.544, -8.574], [-13.927, -27.443, -10.302], [-14.031, -28.212, -14.406], [-14.894, -29.024, -15.708], [-13.681, -26.706, -11.390], [-14.458, -24.879, -8.555], [-16.536, -30.081, -7.782], [-14.141, -28.203, -6.412], [-18.989, -27.818, -6.134], [-11.027, -28.245, -12.725], [-11.982, -28.717, -10.847], [-15.842, -27.404, -9.250], [-17.665, -25.517, -14.113], [-17.023, -28.359, -14.476], [-15.763, -28.505, -5.050], [-16.089, -27.805, -14.294], [-15.939, -29.642, -9.691], [-16.815, -31.781, -9.082], [-18.418, -24.894, -12.189], [-13.204, -27.614, -6.434], [-14.894, -26.878, -4.862], [-18.989, -27.764, -5.055], [-13.650, -25.587, -8.436], [-14.232, -23.530, -8.328], [-15.672, -25.375, -8.838], [-14.953, -28.746, -14.661], [-16.309, -24.745, -12.625], [-17.992, -27.588, -12.613], [-16.001, -27.493, -12.922], [-16.761, -32.192, -10.402], [-17.160, -26.945, -12.280], [-15.772, -30.109, -10.934], [-11.787, -27.982, -12.000], [-17.665, -24.908, -9.038], [-17.138, -32.456, -8.303], [-20.778, -29.005, -6.193], [-18.719, -28.547, -9.837], [-15.296, -22.648, -8.312], [-15.263, -29.419, -11.597], [-15.155, -21.601, -8.079], [-17.822, -27.540, -8.228], [-15.928, -31.706, -12.351], [-11.266, -29.490, -10.602], [-16.399, -30.498, -8.773], [-14.825, -27.946, -5.062], [-16.995, -27.021, -10.971], [-15.019, -29.618, -14.011], [-16.685, -24.509, -8.803], [-19.853, -28.852, -8.122], [-13.839, -29.269, -6.389], [-14.918, -27.880, -7.493], [-19.950, -28.590, -6.758], [-13.034, -28.394, -9.994], [-13.108, -28.820, -9.002], [-16.192, -31.363, -11.362], [-17.109, -26.858, -6.419], [-16.144, -26.922, -14.932], [-14.219, -28.427, -4.285], [-18.723, -28.368, -8.765], [-17.047, -33.210, -10.640], [-12.447, -26.334, -13.156], [-17.426, -22.488, -8.557]]}

{"formula": "C26H31I2N6O2Ru", "method": "wB97M-V/def2-TZVPD", "charge": 2, "spin_multiplicity": 2, "relative_energy_kcal_mol": 47.4, "homo_energy_ha": [-0.4624, -0.4635], "energy_ha": -2178.1846, "gap_ev": [6.962, 6.130], "elements": ["H", "H", "I", "H", "H", "C", "H", "H", "H", "C", "H", "I", "Ru", "C", "C", "C", "C", "C", "H", "C", "C", "C", "C", "C", "C", "C", "N", "N", "C", "C", "H", "H", "H", "C", "H", "H", "H", "H", "C", "H", "N", "C", "C", "H", "H", "O", "C", "H", "C", "H", "H", "H", "H", "C", "C", "H", "H", "O", "C", "C", "H", "H", "H", "N", "H", "N", "H", "N"], "positions_angstrom": [[3.336, -0.291, -1.596], [-4.995, 2.034, -0.401], [-1.759, 0.956, 3.166], [-0.948, 5.055, 0.716], [-1.599, -4.668, 2.413], [0.377, -3.138, 0.294], [-2.103, -3.171, 1.653], [2.747, 0.240, -3.893], [3.881, -0.231, 0.945], [2.815, -0.401, 1.114], [-2.721, -5.469, 0.466], [3.432, 3.377, 5.173], [-0.361, -0.027, 0.266], [3.038, 1.237, 3.081], [-4.457, 1.104, -0.283], [-0.700, -5.730, -0.279], [1.341, 0.044, -2.298], [2.328, 0.307, 2.337], [2.627, -1.474, 1.167], [0.345, -5.017, -1.164], [1.714, 0.347, -3.595], [-0.091, 3.218, 0.196], [0.311, 1.035, 3.346], [0.751, 0.772, -4.494], [-4.376, -1.274, 0.047], [-0.563, 0.871, -4.069], [-0.092, 2.074, 0.177], [-2.352, -0.025, -0.205], [-1.852, -4.845, 0.252], [1.315, -4.025, -0.453], [1.917, -3.515, -1.200], [2.126, 1.132, -0.043], [0.958, -5.768, -1.663], [-5.154, -0.106, -0.079], [1.975, -4.557, 0.235], [-4.850, -2.236, 0.193], [0.826, 5.019, 0.733], [-2.146, -4.149, -0.541], [-3.015, -1.187, -0.018], [-0.207, -6.251, 0.548], [0.070, 0.153, -1.880], [-0.064, 4.676, 0.205], [-3.093, 1.096, -0.325], [1.023, 1.018, -5.512], [-1.144, -6.508, -0.900], [0.332, -0.916, 1.972], [2.303, -0.470, -1.289], [0.528, -4.436, 1.758], [0.977, 0.092, 2.558], [0.445, 2.698, 4.700], [-0.185, -4.464, -1.945], [-2.546, 2.016, -0.477], [-0.043, 5.053, -0.816], [-1.487, -4.057, 1.521], [0.982, 1.990, 4.085], [-7.040, 0.696, -0.107], [-2.398, -2.066, 0.053], [-0.138, -2.129, -0.242], [-0.862, 0.555, -2.759], [2.372, 2.036, 4.001], [4.106, 1.351, 2.938], [-1.874, 0.610, -2.397], [2.161, -1.545, -1.195], [1.982, 0.126, -0.001], [-6.981, -1.004, 0.139], [-0.064, -3.682, 1.443], [-1.350, 1.183, -4.740], [-6.490, -0.141, -0.020]]}